# C43H85BBr2Cl2INO18P

A cluster of 7 separate species, C43H85BBr2Cl2INO18P in total in a non-equilibrium geometry (ωB97M-V with the def2-TZVPD basis set, the Open Molecules 2025 dataset).

Charge: +1
DFT total energy: -267478.020 eV
Kohn-Sham gap: 5.76 eV
Multiplicity: 1
M: 1303.55 g/mol

Atoms and positions in Å:
C -11.877724 -0.376896 -3.904635
C 6.272207 4.430027 2.690025
Br -6.158579 -2.774913 1.724571
H 5.992730 3.827865 3.560757
Br -1.604327 1.871022 -2.110861
O 3.353342 9.912817 0.424849
H -4.666217 -4.075599 0.176815
H -7.827048 -1.376233 -2.263795
H 6.381087 -2.750512 3.696047
C 2.180091 12.959904 0.348805
H 4.259848 -4.616035 4.954321
H -0.889841 -6.817998 -1.632599
H -0.949278 -11.186068 -1.682222
H 3.944951 -2.815832 6.553399
H -9.400140 -0.528923 -2.368104
H 4.098627 1.252772 -2.135271
H -12.026190 0.557555 -3.356516
H 4.090453 -0.518228 -2.101930
H 3.388018 0.249665 -4.316493
C 6.296618 6.083704 4.385904
H -2.973065 -4.346447 -1.120851
H 2.275947 13.595836 -0.534738
I -4.030601 0.704926 -3.880704
O -0.767506 -8.639033 -2.564474
C -3.379804 -3.531170 1.888379
C -0.738290 -1.176370 -2.651955
H 3.094328 9.841623 -1.606160
H -5.054182 -1.795892 -2.566310
H 5.930474 -5.055858 4.562790
C 1.263894 -1.148911 0.866847
H 1.052463 2.274498 -0.921335
O -0.825535 -5.252871 0.035859
O -9.018138 -1.955094 -3.851687
H 1.174017 -2.333169 0.749222
H 5.217537 5.938479 4.494647
H -1.264174 -9.385865 -0.083143
H -7.217012 2.108334 -0.634114
H 4.675513 7.050265 2.152010
O 1.713417 -0.907064 -2.662104
O -1.816558 -1.532157 0.072216
H 1.860564 -1.379049 3.211194
C 5.103103 4.549493 1.706486
C 0.071971 -10.796921 -1.773948
H -1.334179 -2.093860 0.708152
O -3.610788 0.633406 -0.780803
O 5.764294 -3.755473 6.124455
H -6.152389 -2.707064 -1.196015
H -11.506539 -2.652999 -4.638823
O 4.981152 1.469999 -4.677221
O -11.801568 -1.440028 -2.961086
O 4.441620 -2.068999 4.072068
H -5.399386 2.474735 -0.846736
C 4.706006 -3.443125 7.023785
C -2.916278 0.300087 -1.973361
H -0.144247 -10.130331 -3.806209
H -4.080017 -2.026822 3.618257
C -4.018167 -1.957861 -0.409129
C 5.281097 -4.226889 4.862595
C -11.342511 -2.658710 -3.554453
O 6.751134 5.716859 3.087567
B -5.922536 0.155459 -0.518838
H -0.081387 -9.468674 1.236567
H -2.826807 -3.376882 4.117213
C -0.121683 -7.500435 -2.004698
H 5.667230 -0.417541 3.858204
H 1.778291 11.990798 0.037804
H 4.930551 -0.609266 -4.459879
H -0.791034 -0.482605 -3.631807
H 6.699618 2.220012 -5.502759
H -9.587406 -3.898315 -3.618975
C -4.428190 -3.048171 0.761731
C 1.606284 2.038007 1.419407
C 5.358799 -3.129917 3.795334
O -2.555526 0.610153 2.073357
C 0.966044 -0.141531 -0.436744
H -10.961992 -0.290882 -4.494548
H 4.830316 3.546992 1.361024
C 0.149673 -9.699951 -2.841208
H -0.517108 -2.241300 -3.154149
C 4.587602 0.358279 -2.534852
H -9.708293 -2.933119 -2.138637
H 6.522256 7.141391 4.542850
H 6.176262 0.650974 -6.152632
O 3.945591 5.099020 2.343818
C -0.503120 -10.013158 0.387243
C -3.185282 -2.669173 3.247897
C -2.224444 -1.179587 -2.067285
H 5.166282 10.736330 1.063767
O 3.464470 12.831456 0.949397
H -2.302866 -3.816971 1.531146
H 2.096451 1.378641 3.769711
C -5.062462 -2.474121 -1.626963
H -7.700791 0.017865 0.374962
C 4.154110 10.534736 1.434796
C 6.269354 1.249350 -5.241294
H 1.490271 13.437503 1.051475
C 3.853670 10.156900 -0.885276
C 5.087442 -0.930403 4.631844
H -2.279385 -1.915783 3.054475
H 4.759860 9.566422 -1.050836
H 2.486872 11.611168 2.335970
C -2.159061 -3.490905 -1.330242
H 0.533708 -7.773544 -1.172108
H -0.959838 -10.936714 0.755630
H -2.094595 -3.589075 -2.526000
C 4.451528 0.292568 -4.059841
C -9.868865 -2.915610 -3.221592
H -2.011315 0.797960 1.257393
C 1.831849 1.005921 2.673100
H 1.171961 -9.320544 -2.940496
H 4.249287 -4.366681 7.392172
Cl 0.936952 -4.041273 -1.538695
H 0.458105 -6.987574 -2.778338
O 5.957740 0.298272 -2.131777
H 5.127739 -2.898642 7.873110
H 6.940812 0.750764 -4.538074
H -3.817023 -4.578737 2.280235
C 0.588501 -0.742003 -1.893646
H 6.244522 2.332873 -2.530609
H 7.103505 3.924007 2.184329
H -11.945451 -3.467054 -3.128060
O -7.227761 -0.530150 -0.339293
C 1.676938 -0.602926 2.354606
H 5.385806 5.142386 0.828218
C -4.418955 -0.399511 -0.129417
C 3.492711 11.815625 1.954702
H 0.721348 -11.625891 -2.073752
H 7.555868 1.496775 -1.674500
H -4.764896 -3.556055 -2.040484
H 5.064878 -3.560297 2.830334
H 6.053048 1.884201 -0.808554
H 2.995807 6.879577 2.696930
O 0.555169 -10.325506 -0.512087
C 3.756383 6.473279 2.024530
H 1.719493 3.206787 1.629409
Cl -5.305272 1.960608 2.122102
C 1.195615 1.470653 -0.061548
H 4.235459 9.820716 2.260825
H 3.399293 6.567693 0.994565
C -0.786902 -4.228864 -0.867559
H 5.742833 -1.203511 5.464434
C -6.217101 1.695854 -1.143742
H 4.067202 11.216121 -1.047812
H 4.093627 12.206686 2.784650
N -2.531375 -2.123311 -0.873375
H 6.826472 5.496132 5.142021
H -6.465848 1.658216 -2.297137
C -8.572124 -0.952735 -2.944389
C 6.470404 1.576901 -1.772442
P -4.200928 0.166893 1.731986
H -12.733238 -0.532690 -4.568774
H -8.104112 -0.151013 -3.520975
H -2.852397 -1.650967 -2.976750
H 4.319284 -0.247964 5.003943

Cartesian forces, eV/Å:
-0.1209 0.0295 0.2058
0.1604 0.4606 -0.5690
0.9660 0.1175 -0.8559
-0.0937 0.0695 -0.0354
-0.4892 -1.2221 0.4651
0.3247 0.2979 -0.0621
0.5490 2.6203 1.1501
-0.2412 0.0970 -0.0688
-0.0666 -0.0252 0.1171
0.1637 0.1089 -0.0147
0.0524 0.1342 -0.0270
0.0251 -0.3344 -0.1392
0.0713 0.1438 -0.0385
-0.0075 -0.0308 -0.0366
0.0757 -0.0686 0.0308
0.0353 0.0321 -0.0875
-0.0282 -0.1961 0.0142
0.0373 0.1793 -0.0763
0.0486 -0.0407 0.0561
0.1279 0.0861 -0.1083
1.7856 2.3673 0.2288
0.0945 -0.0364 0.1607
0.0948 -0.7085 0.6495
0.4088 0.2361 0.2454
-0.1643 -1.3685 1.8535
0.1749 -0.5262 -1.4680
0.0516 -0.0186 0.1789
-0.3229 -0.8423 1.7863
-0.0412 0.0339 -0.0355
0.0142 2.8864 0.6120
0.3732 -1.9851 2.0479
-0.5653 7.3614 -5.9155
-0.1350 0.1393 0.3553
0.3212 2.8623 0.1715
0.0580 -0.0344 -0.0177
-0.0181 -0.0375 -0.0434
2.0600 -1.0502 -1.0557
0.0052 -0.0529 -0.0459
-7.2562 0.8432 4.3898
2.4961 1.4018 2.7749
-0.3065 1.6173 -1.9268
-0.0869 -0.2169 0.5957
0.5485 0.3394 -0.0011
-0.3186 -0.4157 -0.1487
1.9524 -1.8423 -2.1158
-0.5350 0.0621 -0.2475
2.4947 1.2001 -0.7730
0.1318 0.0388 0.1077
0.2550 -0.4069 0.1271
0.3168 -0.0977 -0.4355
0.3124 0.0384 0.1899
-1.4192 -1.3817 -1.0748
0.2713 -0.0298 0.0836
0.4599 1.2240 0.8952
0.0561 0.0217 0.0911
1.4908 -1.4423 -0.8889
-4.1552 -1.1486 -1.0181
0.5922 0.3746 0.0459
0.1301 0.1416 0.6289
-0.4371 -0.2869 0.1917
-3.7407 0.7398 -0.6210
0.0538 -0.1243 -0.1375
-0.8098 1.3121 -1.8316
-0.2536 -0.2632 -0.1854
0.0736 0.0494 0.0699
0.0252 0.0334 0.0612
0.0413 0.0957 0.1258
0.0336 -1.3735 2.3661
-0.1665 -0.0950 0.0333
-0.0560 0.0502 0.0403
1.2340 -2.4283 -0.2136
-0.4299 -3.9487 0.0295
-0.5755 -0.3577 0.1179
-1.9588 -0.3544 -2.6298
0.8943 1.4436 5.1265
-0.0147 -0.0522 -0.0192
0.0461 -0.0257 -0.0116
-0.5574 -0.4184 0.0885
-0.2952 2.3263 1.3738
0.3161 -0.7205 -0.2870
-0.0842 0.1052 -0.0148
0.0569 -0.1454 -0.1090
0.1118 -0.0554 -0.0008
0.2887 0.1052 -0.1983
0.2739 -0.0534 0.0644
1.5392 0.8084 0.0832
-1.6701 0.3531 -3.7585
-0.1462 0.0793 0.0045
-0.3555 -0.4109 0.0483
-2.0441 0.5601 0.1378
-0.6285 -0.8601 -2.7593
0.2944 -1.5026 -0.5344
0.6411 -1.0656 -1.7544
-0.6281 0.0186 0.1052
-0.1161 0.2163 -0.0356
-0.1011 -0.0459 -0.0473
-0.1709 -0.1443 0.0423
-0.1173 -0.0219 -0.0633
-1.9884 -1.4085 0.6061
0.0675 0.0733 -0.0823
0.0314 -0.0671 -0.1039
0.3533 -4.7650 -2.2976
-0.0296 0.0394 -0.0478
-0.1143 0.0554 0.0211
-0.1857 0.8542 2.7033
-0.1811 0.6019 0.2867
-0.2125 0.0268 -0.6974
-0.6239 0.0536 0.9678
-1.0435 -1.6831 -4.2094
-0.0474 -0.0250 0.1210
-0.1115 0.0436 0.0249
-2.9200 0.4016 0.4584
0.1405 0.0497 0.0247
-0.1581 0.5182 -0.0961
0.0417 -0.1285 -0.1515
-0.0456 -0.0344 -0.0063
0.8427 2.2939 -1.2007
7.0451 -0.0126 -2.8469
-0.0348 -0.0467 0.0482
-0.0889 -0.0012 0.0268
0.0510 -0.0044 -0.0326
2.5828 1.7816 2.0733
-0.6946 2.8058 -2.8133
0.0322 0.0095 0.1636
0.1744 1.0603 -0.2751
0.6526 0.1208 -0.2958
-0.0473 0.0431 -0.0330
-0.1439 -0.1003 0.0027
-0.2832 2.2899 0.9681
0.0626 0.0095 0.0614
-0.0125 0.1275 0.0211
0.0670 -0.1492 -0.0787
-0.5095 0.1197 -0.1869
-0.2005 -0.0246 0.0660
-0.2341 -2.8590 -0.7522
0.7595 -0.8149 -1.0912
0.2359 -1.7859 1.8014
0.0189 0.0412 0.0244
0.0613 0.1502 -0.0091
1.1254 -6.0799 5.6342
-0.0375 -0.0119 -0.0854
-0.3581 0.5305 0.8664
0.0286 -0.0261 0.0457
-0.0504 -0.0696 -0.0431
-1.4113 0.6761 -2.0736
-0.0834 0.0122 0.0839
0.7433 0.1060 2.3527
0.0660 -0.2899 -0.2751
0.0908 -0.2358 -0.0573
1.3847 -0.5202 2.6150
0.0564 0.0659 -0.0899
-0.0423 -0.1041 -0.0741
1.3934 0.8563 2.1994
0.0020 -0.1181 -0.0880

Mulliken population analysis, charges in e, atoms 1 to 99:
1 C -0.74
2 C -0.57
3 Br 0.03
4 H 0.34
5 Br 0.04
6 O -0.36
7 H 0.53
8 H -0.10
9 H 0.35
10 C -0.69
11 H 0.31
12 H 0.06
13 H 0.31
14 H 0.23
15 H 0.38
16 H 0.22
17 H 0.25
18 H 0.21
19 H 0.28
20 C -0.69
21 H 0.38
22 H 0.24
23 I 0.18
24 O -0.39
25 C -0.02
26 C -1.31
27 H 0.25
28 H -0.03
29 H 0.38
30 C -0.40
31 H 0.31
32 O -0.48
33 O -0.41
34 H 0.28
35 H 0.28
36 H 0.30
37 H 0.29
38 H 0.39
39 O -0.44
40 O 0.26
41 H 0.27
42 C -0.25
43 C -0.48
44 H 0.04
45 O 0.14
46 O -0.37
47 H 0.30
48 H 0.33
49 O -0.38
50 O -0.38
51 O -0.16
52 H 0.17
53 C -0.65
54 C -1.01
55 H 0.39
56 H 0.23
57 C 0.58
58 C -0.52
59 C -0.55
60 O -0.39
61 B 1.12
62 H 0.25
63 H 0.37
64 C -0.64
65 H 0.29
66 H 0.29
67 H 0.30
68 H 0.48
69 H 0.24
70 H 0.41
71 C -0.77
72 C -0.49
73 C -0.56
74 O -0.43
75 C 1.44
76 H 0.31
77 H 0.24
78 C -0.51
79 H 0.48
80 C -0.08
81 H 0.23
82 H 0.25
83 H 0.33
84 O -0.37
85 C -0.71
86 C -0.89
87 C 0.27
88 H 0.37
89 O -0.36
90 H -0.17
91 H 0.35
92 C -0.82
93 H 0.29
94 C -0.31
95 C -0.73
96 H 0.32
97 C -0.79
98 C -0.85
99 H 0.10